Molecular formula: C4H9NO2
Method: DFT, ωB97M-V with the def2-TZVPD basis set

The SMILES is O=CCCNCO. For the max |F|, the calculation gives 1.136 eV/A. The value obtained for the frontier orbital gap is 10.14 eV. The value obtained for the relative energy (zero: lowest compared OMol25 entry of this formula, charge and spin) is 206.45 kJ/mol. Its LUMO energy is 0.8759 eV. Its multiplicity is 1.

Each line ends with the Mulliken charge.
Positions of all 16 atoms, in Å:
O  2.714  -1.578  0.068  -0.46
C  2.664  -0.385  -0.069  0.03
C  1.377  0.408  -0.248  -0.48
C  0.247  -0.311  0.511  -0.67
N  -0.989  0.410  0.470  -0.21
C  -2.152  -0.170  -0.128  -0.30
O  -2.765  0.758  -1.048  -0.54
H  3.594  0.180  0.155  0.32
H  1.031  0.540  -1.270  0.26
H  1.628  1.344  0.236  0.27
H  0.590  -0.561  1.515  0.40
H  0.110  -1.307  0.083  0.30
H  -1.250  0.907  1.306  0.21
H  -2.972  -0.347  0.562  0.27
H  -1.830  -1.066  -0.663  0.29
H  -1.998  1.179  -1.481  0.29